A structure of composition C6H3FHgO8, computed with wB97M-V/def2-TZVPD.

Last column: Mulliken charge in e.
CARTESIAN COORDINATES (ANGSTROEM)
C 1.92 -2.76 0.13  1.1484
C 2.71 -1.52 0.57  -0.4524
O 3.63 -1.29 -0.50  -0.3236
C 3.30 -2.02 -1.57  0.6444
O 2.28 -2.84 -1.29  -0.3950
O 3.79 -1.88 -2.65  -0.5274
O 0.65 -2.79 0.31  -0.7372
F 2.54 -3.89 0.69  -0.3521
H 3.25 -1.67 1.50  0.2614
O -2.22 -3.38 2.04  -0.8465
C -3.13 -2.71 2.63  0.7712
C -3.28 -1.46 3.11  -0.3708
O -4.49 -1.41 3.81  -0.3107
C -5.12 -2.57 3.64  0.6971
O -6.25 -2.82 3.97  -0.5455
O -4.31 -3.40 2.95  -0.2973
Hg -0.69 -3.59 1.17  1.0046
H -2.80 -0.52 2.87  0.3412
H 2.03 -0.64 0.67  0.2906

Results
**E_HOMO**: -9.01 eV
**Energy**: -1085.5511 a.u.
**Total charge**: 0
**Gap between HOMO and LUMO**: 7.83 eV
**Largest force on an atom**: 6.248 eV/Å